DFT (the ωB97M-V functional and the def2-TZVPD basis) results for a molecular structure, C7H10O.

```
18
Properties=species:S:1:pos:R:3:forces:R:3:nbo_charge:R:1
C -0.404741 0.623597 1.362122 1.556 0.754 0.444 -0.61
C -0.294762 0.432032 -0.277889 -3.481 2.098 2.244 -0.13
C -1.886036 0.259940 -0.801144 1.699 2.512 13.881 -0.01
C -0.344317 -1.011968 -0.393568 -0.887 -1.667 1.583 0.02
C 0.996280 -1.405241 0.268365 -1.815 -2.326 -2.005 -0.24
C 1.756297 -0.519413 -0.396694 4.594 2.526 4.679 -0.19
C 1.026731 0.972925 -0.674487 2.523 -1.789 0.491 -0.43
H 0.203087 1.900261 1.697640 -2.304 -4.083 -0.832 0.19
H 0.546695 -0.364296 1.741161 -3.446 3.474 -0.335 0.24
H -1.589040 0.428532 1.688838 3.828 0.778 -0.287 0.26
H -1.952189 0.139632 -1.708574 -1.054 -1.856 -9.340 0.14
H -2.623532 0.995149 -0.283267 1.141 -1.427 -1.280 0.20
H -0.348218 -1.433106 -1.399979 -0.266 -0.027 -0.073 0.19
H 1.058344 -2.448709 0.755600 0.810 2.009 -0.833 0.26
H 2.869896 -0.386183 0.058339 -2.163 -0.630 -1.907 0.21
H 1.565407 1.884551 -0.034071 -1.629 -2.640 -1.898 0.24
H 1.202647 0.977861 -1.731386 -0.122 1.142 -0.765 0.23
O -1.782553 -1.045563 0.128998 1.016 1.152 -3.768 -0.55
```
Forces are in eV/Å.

Summary:
Total energy: -347.5958 Ha
Multiplicity: 1
Energy above the lowest of the compared OMol25 structures with the same formula, charge and spin: 230.5 kcal/mol
Frontier orbital gap: 9.575 eV